No. 1
Computed, not measured: a structure of composition C26H22Br2N6O6S2Ta, with the ωB97M-V functional and the def2-TZVPD basis.

```
65
Properties=species:S:1:pos:R:3:forces:R:3
Ta 0.08996 -0.16348 0.95139 -0.26 0.48 -0.67
C 1.37036 -3.50405 3.40678 0.01 0.01 -0.09
C 0.75915 -2.93968 2.16182 -0.08 0.00 -0.06
O 0.55339 -1.65918 2.17311 -0.02 -0.18 0.34
C 0.35678 -3.71720 1.10785 0.01 0.10 0.13
C -0.54660 -3.23238 0.13156 0.03 -0.05 0.06
C -1.25749 -4.23063 -0.73150 0.03 0.06 -0.03
N -0.84039 -1.95574 0.03248 0.11 0.02 0.06
N -1.99501 -1.69588 -0.69979 -0.23 0.17 -0.05
C -2.47941 -0.56557 -0.29889 -0.06 -0.32 -0.26
O -1.90131 0.11318 0.65164 0.14 0.10 0.47
C -3.67690 0.03198 -0.92265 0.07 -0.07 -0.16
C -4.23358 -0.53085 -2.06997 -0.02 0.05 0.06
C -5.29812 0.09319 -2.69699 0.02 -0.02 0.02
C -5.81029 1.27896 -2.18501 -0.01 -0.01 -0.02
C -5.25875 1.83688 -1.04257 -0.02 0.03 0.01
C -4.19024 1.21865 -0.41215 0.02 -0.01 0.00
H 2.40958 -3.18820 3.48499 0.03 0.03 0.01
H 1.32006 -4.59024 3.42211 0.01 -0.01 -0.02
H 0.84170 -3.10176 4.27040 -0.03 0.00 0.01
H 0.52707 -4.78154 1.15141 0.03 -0.03 0.00
H -0.86833 -5.22991 -0.55524 0.01 -0.03 0.01
H -2.32769 -4.21218 -0.53582 -0.02 0.00 0.03
H -1.13097 -3.95991 -1.77962 -0.03 0.02 -0.03
H -3.81180 -1.44338 -2.46458 0.03 -0.05 -0.02
H -5.72418 -0.33882 -3.59200 -0.01 -0.01 -0.03
H -6.63508 1.77046 -2.68246 -0.03 0.02 -0.02
H -5.65475 2.76157 -0.64555 -0.01 0.02 0.01
H -3.73716 1.65255 0.46750 0.02 0.02 0.04
Br 4.16909 -1.38147 2.10086 0.03 -0.04 -0.01
C 3.54394 0.29851 2.73553 0.21 -0.09 0.01
C 4.47513 1.16567 3.28391 -0.06 0.03 0.01
C 4.00366 2.35199 3.82206 -0.10 -0.04 -0.03
C 2.63718 2.58884 3.83715 0.03 -0.14 -0.04
C 1.80882 1.64080 3.26040 0.01 0.20 0.09
N 2.25636 0.52941 2.68050 -0.17 0.08 -0.10
C 0.30796 1.79276 3.30235 -0.09 0.27 0.15
O -0.21858 2.63368 3.98891 0.16 -0.05 -0.07
O -0.33278 0.91197 2.58373 -0.04 -0.39 -0.12
H 5.52373 0.91101 3.28858 0.01 0.00 -0.01
H 4.69569 3.06731 4.24388 0.01 0.03 0.02
H 2.19655 3.46766 4.28107 -0.02 0.04 0.02
S 2.95282 0.91805 -0.43153 0.02 -0.02 -0.06
C 1.88770 -0.38806 -0.22151 0.09 -0.02 -0.04
Br -3.05576 3.57031 -5.06240 0.01 0.01 0.01
C -1.84580 3.73659 -3.61949 0.01 -0.02 0.02
C -1.32441 4.98197 -3.29511 -0.09 -0.02 -0.11
N -0.49067 5.17260 -2.28064 0.03 0.07 0.03
C -0.15582 4.11851 -1.54703 0.01 -0.13 0.07
C -0.61761 2.83512 -1.81328 -0.02 -0.05 -0.13
C -1.48327 2.63001 -2.87814 -0.02 0.10 -0.03
C -0.24513 1.68426 -0.95895 0.06 0.20 -0.03
O 0.15445 1.90350 0.22832 0.14 -0.30 0.39
O -0.37975 0.50999 -1.35682 0.04 -0.13 0.16
H -1.59658 5.85393 -3.87750 -0.01 0.01 -0.01
H 0.50915 4.28625 -0.70965 0.02 0.00 0.01
H -1.86933 1.64229 -3.09378 0.02 -0.01 0.01
N 3.82019 -3.52898 -1.85498 0.06 0.08 0.09
C 3.60466 -2.24779 -1.51039 -0.05 0.06 -0.13
N 4.60829 -1.40617 -1.39510 -0.08 -0.08 0.08
S 1.95110 -1.78775 -1.33540 0.03 0.05 0.06
H 4.69884 -3.82788 -2.24149 0.01 0.01 -0.03
H 3.05161 -4.17554 -1.84039 -0.02 0.00 -0.01
H 5.55083 -1.74694 -1.29638 0.03 -0.02 -0.03
H 4.35775 -0.42922 -1.11549 -0.02 -0.04 -0.01
```
Positions in Å, forces in eV/Å.

## Properties
Multiplicity   2
Energy   -7785.556828 Eh
Frontier orbital gap (spin up / spin down)   5.927 / 7.286 eV

No. 2
Computed, not measured: a structure of composition C26H22Cl4N3O4Sc in a non-equilibrium geometry, with the ωB97M-V functional and the def2-TZVPD basis.

```
60
Properties=species:S:1:pos:R:3:forces:R:3
Sc 12.13274 9.34328 8.57506 0.23 -1.40 -1.27
C 16.57515 10.35720 6.78406 -0.62 0.48 1.79
O 15.67324 11.57856 6.93469 -1.35 -1.47 0.58
C 14.52313 11.12204 7.49858 1.24 -2.42 -0.44
N 14.47012 9.84453 7.86780 -1.31 3.13 -0.59
C 15.71167 9.20309 7.42700 0.88 -0.13 0.68
C 16.44315 8.49600 8.54218 -0.91 -0.53 2.00
C 15.88001 8.43988 9.85690 0.87 -0.48 -1.08
C 16.57391 7.75947 10.85276 -0.49 1.21 1.57
C 17.89016 7.30824 10.65835 -1.04 -0.42 0.39
C 18.34851 7.25146 9.37221 0.51 -0.10 -1.02
C 17.62210 7.78930 8.31841 -0.18 1.50 -0.85
C 13.31475 12.00164 7.53187 0.49 -0.36 0.57
C 13.42501 13.36712 7.31005 -1.58 -0.96 0.41
C 12.24674 14.10583 7.43710 0.36 0.99 -0.68
C 11.01890 13.49836 7.66781 0.12 0.49 0.18
C 11.04417 12.12713 7.85854 -0.67 0.48 1.09
N 12.14084 11.36958 7.85527 1.74 1.91 -0.67
C 9.83139 11.34533 8.13994 -2.02 -1.97 -2.69
N 9.92106 10.05366 8.32894 0.63 1.58 0.24
C 8.60436 9.44964 8.03851 -0.24 -0.52 0.28
C 7.75494 10.63841 7.50533 -0.15 -0.22 1.09
O 8.64903 11.81572 7.63801 1.24 -0.99 0.96
C 8.03188 8.76197 9.27475 -0.40 -0.45 1.05
C 6.89850 7.91028 9.16968 0.66 0.54 -0.14
C 6.55785 7.01709 10.18987 -1.13 0.55 -0.03
C 7.16634 7.12664 11.41336 2.10 1.59 0.74
C 8.20574 8.10482 11.60417 -0.85 -1.30 -0.84
C 8.64868 8.89668 10.55590 -0.57 -1.14 -1.15
H 17.52927 10.60222 7.37398 -1.45 -0.50 -1.19
H 16.67028 10.15262 5.73501 0.52 0.44 -0.44
H 15.43068 8.39878 6.74572 0.03 0.33 -0.58
H 14.94173 8.92834 10.12710 0.33 -0.19 -0.31
H 16.05504 7.80313 11.86040 1.13 -0.38 -1.09
H 18.54102 6.95312 11.44797 -0.39 -0.08 0.16
H 19.29679 6.78662 9.13609 0.10 0.11 0.16
H 18.05277 7.90880 7.30995 -0.04 -0.65 0.51
H 14.35756 13.81518 7.07377 0.65 0.25 -0.14
H 12.32462 15.19024 7.27518 -0.26 -0.50 0.22
H 10.09556 14.10479 7.75840 0.65 -0.72 -0.17
H 8.77397 8.67253 7.25549 -0.17 0.61 0.46
H 6.85280 10.78712 8.12798 0.62 0.18 -0.24
H 7.43423 10.48008 6.48508 0.30 0.48 -0.36
H 6.21364 7.98554 8.32052 0.61 -0.31 -0.15
H 5.69219 6.34470 10.07438 0.60 0.36 -0.09
H 6.92308 6.53946 12.27734 -0.30 -0.42 0.01
H 8.78017 8.11928 12.51433 -0.28 0.11 0.44
H 9.54274 9.47782 10.72085 -0.06 0.35 -0.16
Cl 12.60352 6.53917 11.80009 0.07 0.57 -0.31
C 12.57336 8.13661 12.47396 -0.97 -1.06 0.53
Cl 12.47484 9.58371 11.12019 0.09 -0.71 1.23
H 13.47463 8.26924 13.07385 -0.02 0.73 -0.56
H 11.64653 8.19311 13.09863 0.77 0.70 -0.93
Cl 11.15564 5.72066 5.00147 0.57 0.80 1.00
C 12.43141 6.11482 6.22076 1.07 -1.58 -1.16
Cl 14.08898 5.97814 5.29030 -1.57 0.57 1.30
C 12.28737 7.48213 6.95215 -0.90 -2.08 -0.87
O 12.09625 8.57233 6.36095 0.44 -0.57 2.21
O 12.23468 7.29216 8.24990 0.19 2.11 -0.95
H 12.43090 5.23919 6.93917 0.12 1.46 -0.72
```
Positions in Å, forces in eV/Å.

## Properties
Multiplicity   1
Charge   +2
Energy   -4070.261371 Eh
Frontier orbital gap   6.390 eV

No. 3
Computed, not measured: a structure of composition C26H22ClO2ReSb in a non-equilibrium geometry, with the ωB97M-V functional and the def2-TZVPD basis.

```
53
Properties=species:S:1:pos:R:3:forces:R:3
Cl -1.39919 2.94031 -4.74148 -0.89 0.79 0.37
C -0.84775 -1.52535 -3.19083 0.42 -0.57 -0.75
C 0.56645 -1.74157 -2.99111 -0.18 -0.52 -0.62
C 1.27195 -0.75467 -3.75568 0.10 -0.27 -0.80
H 1.02106 -2.52581 -2.39599 -0.08 0.11 -0.11
C 0.30179 0.10290 -4.41142 -0.32 -1.71 -0.64
C -1.00339 -0.39762 -4.05477 0.13 -0.50 -0.86
H -1.92852 0.01479 -4.44070 0.02 -0.07 0.23
H -1.65402 -2.11443 -2.77461 0.05 0.12 -0.06
H 2.34487 -0.65705 -3.88644 -0.16 -0.14 0.16
C 0.58110 1.20319 -5.35206 0.93 -0.40 -0.11
Re 0.06043 0.28141 -2.27555 -0.55 1.20 2.37
C 1.62794 1.41714 -1.93882 3.92 3.93 1.55
O 2.55855 2.09080 -1.71879 -3.43 -2.81 -1.02
C -1.43875 1.52969 -1.89444 -3.44 4.17 1.73
O -2.31130 2.24666 -1.61624 3.03 -2.91 -1.20
H 1.52767 1.69049 -5.11939 -0.11 0.21 -0.18
H -0.27619 2.01237 -5.24451 0.66 -0.38 -0.44
H 0.56332 0.86008 -6.39153 -0.17 0.17 0.10
C 3.86472 -0.71758 3.51283 -0.26 0.09 -0.22
C 3.59919 -1.64880 2.49756 -0.30 0.25 0.03
C 2.50867 -1.45429 1.63544 0.30 -0.11 0.03
C 1.69601 -0.32768 1.78359 0.02 -0.16 -0.38
C 1.93392 0.57941 2.81755 -0.04 0.30 0.05
C 3.02941 0.39590 3.67628 -0.10 -0.39 -0.30
Sb -0.02519 -0.09571 0.44493 0.36 -0.44 2.37
C -1.10944 -1.89186 1.07863 0.06 0.39 -0.18
C -1.45670 -2.87451 0.14912 -0.12 -0.14 0.04
C -2.06361 -4.06166 0.57890 0.09 0.14 0.22
C -2.31031 -4.27162 1.94293 0.17 0.37 -0.14
C -1.94986 -3.28855 2.87516 0.12 0.14 -0.43
C -1.34575 -2.09637 2.44028 -0.07 -0.07 0.24
C -0.73920 1.80957 1.25986 -0.28 -0.57 -0.26
C -1.96689 1.87932 1.91770 -0.21 0.14 0.00
C -2.44212 3.12530 2.35694 0.24 -0.04 -0.08
C -1.68577 4.28590 2.14661 0.08 -0.38 -0.12
C -0.44331 4.19757 1.50682 -0.11 -0.26 0.04
C 0.03062 2.95623 1.06246 0.04 0.22 -0.21
H 4.71817 -0.86207 4.17997 -0.31 0.04 -0.25
H 4.23448 -2.52934 2.37816 -0.23 0.30 0.04
H 2.29457 -2.19682 0.86154 0.14 0.19 0.22
H 1.26636 1.42973 2.97749 0.29 -0.22 -0.09
H 3.21913 1.12104 4.47057 -0.09 -0.27 -0.26
H -1.24677 -2.73924 -0.91274 -0.09 -0.07 0.38
H -2.33606 -4.82431 -0.15353 0.10 0.23 0.26
H -2.77551 -5.19990 2.27903 0.14 0.31 -0.12
H -2.12887 -3.44680 3.94093 0.07 0.08 -0.37
H -1.05338 -1.34427 3.17921 -0.09 -0.25 -0.23
H -2.56434 0.97751 2.08063 0.13 0.34 -0.04
H -3.40993 3.18562 2.85719 0.31 -0.03 -0.13
H -2.06569 5.25566 2.47359 0.13 -0.33 -0.09
H 0.15948 5.09183 1.34442 -0.17 -0.26 0.06
H 0.99794 2.90742 0.55438 -0.24 0.04 0.19
```
Positions in Å, forces in eV/Å.

## Properties
Multiplicity   4
Charge   +2
Energy   -1932.437580 Eh
Frontier orbital gap (spin up / spin down)   7.932 / 4.449 eV

No. 4
Computed, not measured: a structure of composition C26H23Br2N8OSSc, with the ωB97M-V functional and the def2-TZVPD basis.

```
62
Properties=species:S:1:pos:R:3:forces:R:3
Sc -0.23145 -0.02027 -0.40560 -0.19 -0.21 -0.40
C -3.21044 0.50235 -1.36646 0.00 -0.02 0.04
N -1.86731 1.00854 -1.72108 0.02 -0.02 0.04
C -1.72963 2.46597 -1.58321 -0.02 0.03 0.02
C -1.35430 2.74898 -0.16059 0.00 0.06 -0.03
N -1.01910 1.78847 0.68073 0.18 -0.14 -0.16
C -0.69392 2.42996 1.88054 -0.02 0.07 0.05
C -0.29855 1.90733 3.10821 0.01 0.03 0.03
C -0.05203 2.80491 4.12671 0.00 -0.04 0.00
C -0.19887 4.18763 3.93970 0.00 0.02 -0.01
C -0.60420 4.71659 2.73136 -0.02 0.03 -0.03
C -0.84823 3.80654 1.71090 0.04 -0.13 0.07
N -1.27147 3.96642 0.39432 -0.08 0.01 -0.01
C -3.11428 -0.90093 -0.84738 -0.15 0.12 -0.08
N -2.08679 -1.33465 -0.14959 0.29 0.23 0.10
C -2.37425 -2.66121 0.17436 -0.07 -0.07 -0.02
C -1.62693 -3.60294 0.87504 0.00 -0.04 0.01
C -2.17988 -4.85659 1.03273 0.04 0.03 0.01
C -3.44266 -5.17377 0.50839 -0.02 0.00 -0.02
C -4.18900 -4.25092 -0.19492 -0.04 0.00 -0.02
C -3.62400 -2.99145 -0.35122 0.12 -0.02 0.08
N -4.05983 -1.84202 -1.00171 -0.02 0.05 0.02
H -3.60803 1.13221 -0.56679 0.00 0.00 -0.02
H -3.90136 0.56238 -2.21005 0.00 0.00 0.01
H -1.62393 0.71476 -2.66182 -0.06 0.03 -0.02
H -0.93056 2.80739 -2.24409 0.01 -0.03 0.01
H -2.64555 2.99758 -1.85787 0.02 0.01 -0.02
H -0.20682 0.84175 3.26941 0.00 0.00 -0.01
H 0.25183 2.43765 5.09717 0.00 0.00 0.00
H 0.00282 4.85279 4.76758 0.00 0.01 0.00
H -0.72712 5.78162 2.59074 0.00 0.00 0.01
H -1.48621 4.83949 -0.06102 -0.01 0.00 0.01
H -0.64936 -3.36891 1.27773 0.00 0.01 0.00
H -1.63131 -5.61630 1.57186 0.00 -0.01 0.00
H -3.83649 -6.16908 0.65866 -0.01 0.00 0.00
H -5.15981 -4.49805 -0.60177 0.00 -0.01 0.00
H -4.93108 -1.72957 -1.49514 0.00 0.00 0.00
Br 3.33944 1.96446 -3.39143 0.02 0.00 0.01
C 3.57316 1.20311 -1.68538 -0.19 0.04 0.02
C 4.87400 1.05985 -1.16247 0.10 0.01 0.01
C 5.08484 0.47433 0.05199 0.03 0.01 -0.01
Br 6.84056 0.31473 0.71582 -0.04 0.01 -0.02
C 3.98592 -0.02328 0.80401 -0.06 0.01 -0.01
C 4.08256 -0.67290 2.05050 -0.05 -0.02 0.01
C 2.95098 -1.14209 2.66913 0.06 0.00 0.02
C 1.71463 -0.97199 2.04505 -0.03 0.02 -0.06
N 1.57466 -0.35504 0.88101 0.01 -0.13 0.19
C 2.69473 0.13313 0.26084 0.03 0.08 -0.11
C 2.46548 0.78654 -0.98820 0.28 -0.12 0.21
O 1.21297 0.89553 -1.39673 -0.33 0.04 -0.06
H 5.71060 1.42587 -1.74165 0.01 0.00 0.01
H 5.05457 -0.80096 2.50755 0.00 0.00 0.00
H 3.00240 -1.64614 3.62307 0.00 0.00 0.00
H 0.81235 -1.35428 2.51046 0.00 0.00 0.00
N 2.39099 -1.80619 -2.88110 0.07 0.04 0.01
C 1.19037 -1.48653 -3.33976 -0.05 -0.02 -0.09
N 1.08203 -0.96136 -4.55135 0.02 0.01 0.01
S -0.22593 -1.80402 -2.40700 0.10 0.01 0.18
H 3.23391 -1.63014 -3.40679 -0.01 -0.01 -0.01
H 2.46812 -2.30031 -2.00926 -0.01 0.02 0.02
H 1.87854 -0.82218 -5.15407 0.00 0.01 0.01
H 0.16818 -0.76478 -4.92007 0.01 -0.01 0.01
```
Positions in Å, forces in eV/Å.

## Properties
Multiplicity   1
Charge   +2
Energy   -7824.644458 Eh
Frontier orbital gap   7.341 eV